Record 1
The following is a quantum chemistry calculation of a single C5H8N2 molecule, from OMol25.

The geometry in XYZ format:
```
15
Properties=species:S:1:pos:R:3:lowdin_charge:R:1
H 2.735 -0.945 0.143 0.082
C -0.057 0.931 -0.091 -0.056
C 0.305 -1.266 -0.287 -0.123
H -3.290 0.353 -0.176 0.078
H 2.912 0.695 -0.509 0.083
C -1.276 0.299 0.019 -0.347
H 0.897 -2.166 -0.395 0.114
N -2.547 0.818 0.328 0.071
C 2.308 0.062 0.148 -0.045
H -1.790 -1.880 -0.092 0.097
N 0.922 -0.046 -0.270 -0.184
H 2.373 0.443 1.174 0.090
C -1.040 -1.101 -0.127 -0.050
H -2.643 1.819 0.259 0.076
H 0.193 1.984 -0.125 0.112
```

Results
Spin multiplicity: 1
HOMO-LUMO gap: 8.60 eV
Highest occupied orbital energy: -7.5 eV
SMILES: Cn1ccc(N)c1
Total charge: 0
LUMO energy: 1.10 eV
DFT total energy: -304.8131 hartree

Record 2
The following is a quantum chemistry calculation of a single C4H9NO2 molecule in a non-equilibrium geometry, from OMol25.

The geometry in XYZ format:
```
16
Properties=species:S:1:pos:R:3:lowdin_charge:R:1
H -2.410 1.260 0.234 0.126
H 1.715 -1.498 -0.474 0.091
H 2.187 -0.779 -2.020 0.082
H -0.607 -1.046 1.182 0.123
N 0.973 0.442 -0.853 -0.013
H -2.235 -1.146 0.533 0.119
C -1.317 -0.587 0.451 -0.275
C -1.557 0.887 0.807 -0.140
H -0.360 -0.233 -1.265 0.040
O -0.413 1.690 0.446 -0.056
C 0.676 0.897 0.285 -0.270
H -1.764 1.035 1.879 0.125
H 1.248 0.668 1.189 0.155
C 2.015 -0.560 -0.963 -0.091
O -1.089 -0.837 -0.914 -0.097
H 2.939 -0.194 -0.517 0.080
```

Results
Spin multiplicity: 1
HOMO-LUMO gap: 10.83 eV
Highest occupied orbital energy: -9.9 eV
SMILES: C/N=C/OCCO
Total charge: 0
LUMO energy: 0.96 eV
DFT total energy: -362.9750 hartree

Record 3
The following is a quantum chemistry calculation of a single C7H15PS3 molecule in a non-equilibrium geometry, from OMol25.

The geometry in XYZ format:
```
26
Properties=species:S:1:pos:R:3:lowdin_charge:R:1
H 1.261 -1.560 -1.164 0.144
H 1.396 3.134 1.466 -0.047
H -0.607 0.406 0.213 0.058
H -3.085 -1.891 -1.718 0.148
H -0.996 -2.314 -2.715 0.130
C -1.197 -1.200 -2.705 -0.211
H 1.356 0.047 -0.773 0.087
C 0.600 -0.653 -1.037 -0.291
H 2.968 3.537 1.107 0.075
C 2.288 3.129 1.963 -0.537
S 1.066 -0.001 4.609 0.298
C -0.336 -0.573 0.098 -0.693
H -0.478 0.692 -2.270 0.128
H 0.955 -0.253 -3.082 0.145
S 0.375 -1.085 1.703 0.551
H -1.522 -0.942 -3.665 0.079
H 2.292 3.686 2.892 0.029
C -1.503 -1.492 -0.169 -0.257
C -2.173 -1.119 -1.532 -0.201
C 0.029 -0.316 -2.380 -0.198
H -2.226 -1.461 0.638 0.098
H 0.046 0.741 4.990 -0.233
H -2.702 -0.150 -1.280 0.120
P 0.648 0.750 2.650 0.054
H -1.128 -2.526 -0.087 0.113
S 2.669 1.415 2.247 0.411
```

Results
Spin multiplicity: 1
HOMO-LUMO gap: 9.04 eV
Highest occupied orbital energy: -8.4 eV
SMILES: CSP(S)SC1CCCCC1
Total charge: 0
LUMO energy: 0.60 eV
DFT total energy: -1811.6224 hartree

Record 4
The following is a quantum chemistry calculation of a molecular structure, C2H4O2Rb in a non-equilibrium geometry, from OMol25.

The geometry in XYZ format:
```
9
Properties=species:S:1:pos:R:3:lowdin_charge:R:1
O 19.168 11.232 -7.876 -0.390
C 19.335 12.198 -8.932 -0.388
H 18.478 13.536 -10.482 0.062
H 17.433 12.211 -10.072 0.063
H 20.156 12.893 -8.754 0.062
H 19.849 11.621 -9.701 0.054
C 18.099 12.958 -9.639 -0.392
Rb 20.851 8.561 -4.503 0.295
O 17.394 13.992 -8.935 -0.365
```

Results
Spin multiplicity: 1
HOMO-LUMO gap: 1.98 eV
Highest occupied orbital energy: -1.2 eV
Total charge: -1
LUMO energy: 0.75 eV
DFT total energy: -252.9507 hartree